{
  "formula": "C61H45AsBaBr2NO4S2",
  "method": "wB97M-V/def2-TZVPD",
  "relative_energy_kcal_mol": 80.1,
  "molar_mass_g_mol": 1292.23,
  "largest_force_ha_per_bohr": 0.095,
  "energy_ha": -10912.73687,
  "gap_ha": 0.269,
  "spin_multiplicity": 1,
  "lumo_ev": -2.041,
  "total_charge": 1,
  "species": ["Ba", "C", "C", "C", "C", "C", "C", "C", "S", "O", "C", "C", "C", "C", "C", "C", "C", "C", "C", "C", "C", "C", "C", "C", "C", "C", "C", "C", "C", "C", "S", "O", "C", "C", "C", "C", "C", "C", "C", "H", "H", "H", "H", "H", "H", "H", "H", "H", "H", "H", "H", "H", "H", "H", "H", "H", "H", "H", "H", "H", "H", "H", "H", "H", "H", "Br", "C", "C", "C", "Br", "C", "C", "C", "C", "N", "C", "C", "O", "H", "H", "H", "H", "O", "As", "C", "C", "C", "C", "C", "C", "C", "C", "C", "C", "C", "C", "C", "C", "C", "C", "C", "C", "H", "H", "H", "H", "H", "H", "H", "H", "H", "H", "H", "H", "H", "H", "H"],
  "xyz": [[1.061939, -0.573089, 0.471968], [-6.655963, -2.466364, 4.490941], [-5.428081, -2.352388, 3.629818], [-5.238443, -3.216297, 2.549285], [-4.127755, -3.102530, 1.732556], [-3.203518, -2.097177, 1.986784], [-3.353648, -1.244899, 3.064281], [-4.468697, -1.378956, 3.880393], [-1.760596, -1.959640, 0.929336], [-0.975572, -0.806436, 1.520713], [-2.608017, -1.375572, -0.549857], [-2.619902, -2.333636, -1.587160], [-3.209460, -2.041821, -2.778760], [-3.800647, -0.774145, -2.995253], [-4.385351, -0.436968, -4.243019], [-4.941666, 0.791046, -4.442564], [-4.942155, 1.746918, -3.400312], [-4.383046, 1.455443, -2.191702], [-3.792520, 0.184445, -1.953213], [-3.173079, -0.135457, -0.707129], [-3.143949, 0.906949, 0.363113], [-4.297743, 1.136246, 1.167395], [-5.482981, 0.374068, 1.006288], [-6.568915, 0.609710, 1.796188], [-6.526192, 1.613613, 2.790098], [-5.394861, 2.354171, 2.971923], [-4.250137, 2.134525, 2.166613], [-3.057695, 2.882581, 2.353063], [-1.965450, 2.664281, 1.570853], [-2.032559, 1.680253, 0.564096], [-0.594143, 1.376764, -0.454914], [0.602316, 1.618954, 0.434071], [-0.669222, 2.782949, -1.534224], [-0.090951, 3.982718, -1.153345], [-0.150700, 5.057740, -2.025251], [-0.771085, 4.945850, -3.267979], [-0.825536, 6.111700, -4.215914], [-1.325332, 3.719821, -3.631411], [-1.269582, 2.632241, -2.777178], [-6.936195, -3.508191, 4.642772], [-7.502150, -1.965245, 4.015427], [-6.499799, -2.004104, 5.464227], [-5.966985, -3.993968, 2.354491], [-3.985221, -3.783915, 0.901371], [-2.603378, -0.488548, 3.255823], [-4.597100, -0.707183, 4.720767], [-2.129161, -3.285975, -1.433212], [-3.207989, -2.768078, -3.581868], [-4.378347, -1.176490, -5.034050], [-5.386467, 1.038464, -5.397192], [-5.387662, 2.718938, -3.566342], [-4.381530, 2.200060, -1.406536], [-5.510088, -0.406475, 0.256446], [-7.469188, 0.023375, 1.666595], [-7.396996, 1.793761, 3.406545], [-5.356395, 3.123872, 3.733032], [-3.027540, 3.630816, 3.135595], [-1.043937, 3.209994, 1.723136], [0.418828, 4.062842, -0.202380], [0.299613, 6.000146, -1.738778], [-0.394493, 7.006656, -3.771405], [-1.855377, 6.332245, -4.498922], [-0.277303, 5.887637, -5.132122], [-1.794266, 3.612139, -4.602027], [-1.686544, 1.676841, -3.073483], [0.329248, -4.161207, -3.005946], [1.259335, -4.377567, -1.375520], [2.028897, -5.533904, -1.198176], [2.709089, -5.733710, -0.033039], [3.728489, -7.319533, 0.167975], [2.668628, -4.769552, 0.998197], [3.320012, -4.928591, 2.244397], [3.278280, -3.935945, 3.175690], [2.605998, -2.744682, 2.852641], [1.960985, -2.567774, 1.727828], [1.937477, -3.572125, 0.791976], [1.152438, -3.371851, -0.420682], [0.392935, -2.330049, -0.596537], [2.066287, -6.273539, -1.985594], [3.852376, -5.848214, 2.445416], [3.762793, -4.044890, 4.135897], [2.591615, -1.920985, 3.561665], [2.536802, -0.200341, -1.201115], [3.988018, 0.242810, -0.527131], [5.232437, 0.740110, -1.884191], [4.801277, 0.752550, -3.203358], [5.705469, 1.071936, -4.208292], [7.019717, 1.376409, -3.886103], [7.444042, 1.360969, -2.561732], [6.550264, 1.039632, -1.553964], [3.810853, 1.724872, 0.694567], [3.277269, 1.578484, 1.977298], [3.095217, 2.693521, 2.776967], [3.451035, 3.950477, 2.305212], [3.981402, 4.097207, 1.032443], [4.157623, 2.985151, 0.220241], [4.863389, -1.210397, 0.363449], [5.573437, -1.039637, 1.546615], [6.329981, -2.092167, 2.045223], [6.371528, -3.299934, 1.364247], [5.654830, -3.470193, 0.185627], [4.902509, -2.423659, -0.321615], [3.771067, 0.505765, -3.430097], [5.383581, 1.080635, -5.240946], [7.722003, 1.624967, -4.670700], [8.471936, 1.594671, -2.318934], [6.878515, 1.014384, -0.520620], [3.009155, 0.596744, 2.355515], [2.677266, 2.584451, 3.768987], [3.316520, 4.819042, 2.936324], [4.263701, 5.077515, 0.672147], [4.559698, 3.099816, -0.778602], [5.556605, -0.088962, 2.066200], [6.886389, -1.968282, 2.964950], [6.965683, -4.116616, 1.753122], [5.683697, -4.418188, -0.335946], [4.338765, -2.546851, -1.240477]],
  "atomic_forces_ev_per_a": [[3.599, -0.244, 3.302], [0.036, 0.007, -0.041], [-0.028, -0.025, 0.006], [0.000, 0.012, 0.023], [-0.006, 0.070, -0.017], [0.013, 0.037, 0.015], [0.027, -0.019, 0.033], [0.024, 0.008, -0.011], [-1.252, -0.264, 0.561], [-2.495, -0.534, 0.927], [0.162, -0.202, -0.082], [0.005, -0.032, 0.028], [-0.036, 0.063, -0.008], [0.024, -0.046, -0.012], [0.015, -0.024, 0.020], [0.000, 0.029, 0.030], [-0.015, -0.016, -0.042], [-0.019, -0.029, 0.031], [0.016, 0.041, -0.008], [-0.020, 0.091, 0.018], [0.047, -0.007, -0.052], [-0.037, -0.059, -0.010], [0.053, 0.023, -0.030], [-0.010, 0.038, 0.048], [-0.012, -0.043, -0.030], [0.031, 0.010, 0.001], [0.002, 0.032, 0.031], [-0.025, -0.015, 0.030], [0.010, -0.017, -0.029], [-0.090, -0.053, -0.097], [-1.250, 1.995, -0.470], [-1.218, 3.769, -0.051], [0.042, -0.101, -0.217], [-0.008, 0.008, 0.000], [-0.006, -0.009, -0.011], [0.008, 0.024, -0.008], [-0.006, -0.038, 0.015], [0.000, -0.014, 0.011], [-0.015, 0.005, 0.034], [-0.004, -0.001, 0.011], [-0.008, 0.006, 0.003], [-0.005, -0.003, 0.009], [-0.003, -0.004, -0.002], [-0.015, -0.006, -0.003], [-0.015, 0.017, -0.011], [0.008, -0.005, 0.007], [0.033, 0.034, -0.002], [-0.001, -0.006, 0.000], [-0.007, -0.003, -0.001], [-0.004, 0.002, -0.002], [-0.004, 0.002, -0.003], [0.009, -0.002, 0.014], [-0.019, 0.006, -0.005], [-0.005, -0.004, -0.004], [-0.004, -0.004, 0.006], [0.001, 0.000, 0.003], [-0.010, 0.006, -0.001], [0.014, 0.022, -0.021], [0.003, -0.016, 0.019], [-0.004, 0.005, -0.002], [0.002, 0.004, 0.000], [-0.001, 0.008, 0.001], [0.004, 0.010, -0.002], [-0.006, -0.008, -0.002], [0.013, 0.017, -0.011], [0.002, -0.022, 0.011], [0.147, -0.027, -0.004], [-0.034, 0.038, -0.029], [0.025, -0.050, 0.020], [0.008, 0.002, 0.001], [-0.021, 0.030, 0.055], [-0.021, -0.015, -0.018], [0.067, 0.049, 0.007], [-0.029, -0.192, -0.021], [0.259, -1.548, 0.644], [0.010, -0.086, 0.013], [-0.221, -0.186, -0.069], [-0.902, -3.428, -1.791], [-0.003, 0.007, -0.011], [-0.009, -0.010, -0.017], [0.016, 0.015, -0.006], [-0.013, 0.009, -0.013], [2.283, 0.515, -2.302], [0.869, 0.255, -0.318], [-0.068, 0.143, -0.097], [-0.012, 0.017, 0.010], [0.001, -0.002, 0.021], [-0.009, -0.004, 0.006], [0.005, 0.005, -0.015], [-0.012, -0.014, -0.004], [0.015, -0.086, -0.021], [0.152, -0.015, -0.205], [-0.019, -0.028, 0.028], [-0.008, 0.013, -0.002], [-0.007, 0.002, -0.002], [-0.071, 0.005, 0.081], [-0.082, -0.041, 0.060], [0.075, 0.032, -0.055], [-0.023, 0.007, 0.009], [0.000, 0.010, -0.024], [0.045, 0.018, 0.012], [-0.090, 0.011, 0.055], [0.005, 0.000, -0.009], [-0.002, -0.002, -0.002], [0.004, -0.003, -0.002], [0.001, 0.000, 0.004], [0.019, 0.004, -0.010], [0.086, 0.032, 0.060], [0.011, -0.007, 0.007], [0.000, 0.001, 0.003], [-0.012, 0.002, -0.013], [0.028, 0.017, 0.010], [-0.004, -0.005, 0.020], [0.011, 0.011, -0.004], [-0.004, -0.007, 0.007], [-0.008, -0.006, -0.007], [0.004, -0.020, -0.003]]
}